{"formula": "C50H53BrGeN5O3PdS3Se", "method": "ωB97M-V with the def2-TZVPD basis set", "elements": ["Pd", "N", "S", "N", "S", "N", "S", "N", "C", "C", "C", "C", "C", "C", "C", "C", "C", "C", "C", "C", "C", "C", "C", "C", "C", "C", "C", "C", "C", "C", "C", "C", "C", "C", "C", "C", "C", "C", "C", "C", "C", "C", "C", "C", "H", "H", "H", "H", "H", "H", "H", "H", "H", "H", "H", "H", "H", "H", "H", "H", "H", "H", "H", "H", "H", "H", "H", "H", "H", "H", "H", "H", "H", "H", "C", "Ge", "C", "C", "C", "Se", "C", "H", "H", "H", "H", "H", "H", "H", "H", "H", "H", "H", "H", "H", "H", "C", "C", "C", "O", "H", "H", "H", "H", "H", "H", "Br", "C", "C", "N", "C", "C", "C", "C", "O", "O", "H", "H", "H"], "positions_angstrom": [[-0.803, 0.968, -0.794], [-0.900, 0.900, 1.245], [-0.793, -0.113, 2.320], [0.430, -1.067, 2.511], [0.745, -2.605, 2.057], [0.490, -2.925, 0.464], [0.529, -1.846, -0.668], [-0.713, -1.038, -0.918], [2.064, -0.889, -0.687], [2.133, 0.323, -0.017], [3.313, 1.050, -0.030], [4.431, 0.561, -0.685], [4.369, -0.672, -1.318], [3.192, -1.400, -1.317], [0.792, -2.950, -2.060], [1.009, -2.362, -3.294], [1.090, -3.150, -4.426], [0.929, -4.528, -4.323], [0.705, -5.107, -3.085], [0.643, -4.320, -1.939], [-1.030, -3.417, 2.586], [-1.154, -3.526, 3.972], [-2.011, -4.438, 4.561], [-2.757, -5.304, 3.764], [-2.633, -5.224, 2.387], [-1.781, -4.287, 1.807], [2.690, -2.235, 1.881], [3.433, -3.339, 1.460], [4.791, -3.432, 1.704], [5.447, -2.421, 2.400], [4.719, -1.328, 2.841], [3.354, -1.239, 2.584], [-2.351, -0.999, 2.533], [-2.937, -1.190, 3.775], [-4.167, -1.825, 3.863], [-4.806, -2.269, 2.716], [-4.208, -2.078, 1.479], [-2.983, -1.440, 1.380], [-0.696, 0.813, 3.852], [0.210, 0.493, 4.846], [0.291, 1.304, 5.973], [-0.527, 2.414, 6.097], [-1.437, 2.724, 5.092], [-1.518, 1.928, 3.963], [1.285, 0.692, 0.550], [3.353, 1.998, 0.491], [5.352, 1.128, -0.686], [5.244, -1.081, -1.805], [3.174, -2.374, -1.787], [1.133, -1.293, -3.347], [1.275, -2.693, -5.389], [0.982, -5.146, -5.209], [0.583, -6.179, -3.002], [0.480, -4.749, -0.962], [-0.551, -2.883, 4.610], [-2.096, -4.488, 5.641], [-3.424, -6.028, 4.215], [-3.209, -5.891, 1.754], [-1.713, -4.222, 0.727], [2.930, -4.145, 0.932], [5.347, -4.295, 1.353], [6.511, -2.486, 2.593], [5.215, -0.529, 3.381], [2.802, -0.367, 2.915], [-2.436, -0.875, 4.680], [-4.616, -1.985, 4.834], [-5.760, -2.774, 2.787], [-4.693, -2.438, 0.581], [-2.495, -1.303, 0.423], [0.841, -0.374, 4.726], [1.005, 1.066, 6.750], [-0.451, 3.047, 6.970], [-2.071, 3.596, 5.183], [-2.196, 2.169, 3.156], [0.651, 4.274, -4.936], [0.501, 2.487, -5.692], [2.005, 2.124, -6.884], [-1.162, 2.325, -6.705], [0.502, 1.185, -4.228], [-1.099, 1.416, -3.139], [-2.066, -0.125, -3.804], [0.298, 5.025, -5.642], [1.686, 4.488, -4.677], [0.064, 4.338, -4.022], [1.957, 2.784, -7.750], [1.992, 1.094, -7.240], [2.951, 2.298, -6.374], [-1.195, 3.096, -7.474], [-2.023, 2.457, -6.051], [-1.241, 1.352, -7.190], [1.349, 1.381, -3.568], [0.534, 0.162, -4.589], [-1.869, -0.224, -4.870], [-3.121, 0.072, -3.628], [-1.742, -1.008, -3.253], [-4.096, 1.103, -0.076], [-4.185, 2.276, -1.004], [-4.584, 3.597, -0.396], [-3.882, 2.191, -2.178], [-4.909, 1.096, 0.651], [-3.150, 1.183, 0.479], [-4.073, 0.173, -0.642], [-5.620, 3.549, -0.055], [-4.467, 4.392, -1.127], [-3.962, 3.801, 0.477], [4.271, 6.967, 0.504], [2.793, 5.836, 0.870], [2.337, 5.713, 2.174], [1.314, 4.936, 2.506], [0.704, 4.268, 1.527], [1.093, 4.338, 0.193], [2.177, 5.133, -0.146], [0.404, 3.486, -0.847], [1.009, 3.219, -1.892], [-0.758, 3.075, -0.508], [2.825, 6.260, 2.971], [-0.122, 3.622, 1.797], [2.517, 5.172, -1.172]], "forces_ev_per_a": [[-0.09, 0.08, 0.59], [0.15, -0.02, -0.11], [-0.05, -0.10, -0.06], [-0.01, -0.01, 0.14], [-0.19, -0.18, 0.03], [0.53, 0.09, -0.01], [-0.87, 0.02, 0.10], [0.58, 0.15, -0.22], [0.13, -0.13, 0.03], [-0.17, 0.09, 0.04], [0.00, 0.02, 0.00], [-0.03, -0.04, -0.03], [0.03, 0.04, 0.04], [0.08, -0.08, 0.04], [-0.18, -0.06, 0.10], [-0.04, -0.09, -0.07], [0.00, -0.03, -0.07], [0.02, 0.06, 0.00], [0.00, -0.02, 0.08], [0.04, -0.04, -0.12], [0.25, -0.14, 0.02], [0.12, -0.23, -0.01], [0.01, -0.12, 0.02], [0.03, 0.01, 0.05], [0.00, -0.04, -0.03], [0.01, -0.04, 0.04], [-0.20, 0.06, 0.01], [-0.06, 0.01, -0.02], [0.11, 0.00, -0.03], [-0.04, -0.01, -0.01], [0.05, 0.03, 0.00], [0.06, 0.08, -0.06], [-0.17, 0.25, -0.02], [-0.04, 0.14, 0.01], [-0.02, 0.05, -0.07], [0.03, 0.05, 0.03], [-0.02, 0.06, -0.06], [-0.03, 0.14, 0.03], [-0.06, 0.16, -0.09], [-0.08, -0.02, 0.07], [0.04, -0.04, 0.00], [-0.03, 0.02, -0.03], [0.00, 0.03, 0.04], [0.04, -0.05, 0.01], [0.07, -0.04, -0.08], [0.00, 0.02, 0.01], [0.03, 0.02, 0.00], [0.05, -0.01, -0.02], [-0.02, 0.03, 0.03], [-0.03, 0.17, -0.02], [0.00, 0.01, -0.02], [0.00, -0.03, -0.04], [-0.01, -0.01, 0.00], [-0.02, -0.02, 0.05], [0.04, 0.03, 0.02], [-0.01, 0.01, 0.02], [-0.01, -0.02, 0.01], [-0.01, -0.01, -0.01], [0.01, 0.00, -0.06], [-0.04, -0.03, -0.01], [0.01, -0.01, -0.01], [0.03, -0.01, 0.01], [0.01, 0.01, 0.01], [-0.03, 0.02, 0.03], [0.02, 0.04, -0.01], [-0.01, -0.02, 0.04], [-0.03, -0.02, 0.00], [-0.02, -0.02, -0.03], [0.04, -0.03, -0.01], [0.06, -0.05, -0.03], [0.02, 0.00, 0.02], [0.00, 0.02, 0.03], [0.00, 0.01, 0.00], [-0.01, 0.00, -0.05], [-0.04, 0.03, -0.02], [-0.06, 0.07, 0.12], [0.05, -0.01, -0.05], [-0.03, -0.01, -0.01], [0.18, 0.04, 0.29], [-0.06, 0.15, -0.24], [0.00, -0.09, 0.01], [0.01, 0.04, -0.05], [0.05, 0.01, 0.03], [-0.03, -0.01, 0.03], [0.02, 0.03, -0.05], [-0.01, -0.05, -0.02], [0.05, 0.00, 0.03], [-0.02, 0.02, -0.05], [-0.03, 0.01, 0.04], [0.00, -0.05, -0.03], [0.00, -0.08, -0.03], [0.02, -0.09, -0.04], [-0.05, 0.00, -0.01], [0.01, -0.01, 0.01], [0.00, 0.03, -0.03], [-0.06, 0.07, -0.05], [0.36, 0.05, -0.11], [-0.01, -0.01, -0.02], [-0.29, -0.03, 0.10], [-0.01, -0.04, 0.02], [-0.11, 0.01, 0.00], [-0.02, 0.04, 0.01], [-0.03, 0.00, 0.01], [-0.01, 0.02, -0.02], [0.04, -0.02, 0.01], [0.02, 0.01, 0.00], [-0.03, -0.02, 0.00], [0.11, 0.09, -0.01], [-0.04, 0.00, -0.01], [-0.06, -0.03, -0.03], [0.01, 0.02, -0.02], [-0.02, -0.03, 0.04], [0.02, -0.11, -0.18], [0.01, 0.19, 0.13], [-0.05, -0.42, -0.05], [0.01, 0.01, 0.03], [-0.01, -0.04, 0.01], [0.00, 0.00, -0.01]], "lowdin_charge": [0.6790, -0.3725, 0.7213, -0.4604, 0.9244, -0.4622, 0.7319, -0.3883, -0.2921, -0.0958, -0.0613, -0.0719, -0.0689, -0.0771, -0.3057, -0.0944, -0.0726, -0.0915, -0.0774, -0.0541, -0.3100, -0.1515, -0.1164, -0.1258, -0.1111, -0.1214, -0.3138, -0.1336, -0.1138, -0.1236, -0.1059, -0.1183, -0.2970, -0.0793, -0.0775, -0.0814, -0.0819, -0.1163, -0.3053, -0.0642, -0.0775, -0.0898, -0.0765, -0.0795, 0.0601, 0.1089, 0.1008, 0.1017, 0.1122, 0.0855, 0.1021, 0.0969, 0.1009, 0.0991, 0.0993, 0.0928, 0.0855, 0.0912, 0.0893, 0.0952, 0.0900, 0.0855, 0.0925, 0.0862, 0.1132, 0.1032, 0.0986, 0.1088, 0.0673, 0.0969, 0.1008, 0.0975, 0.1016, 0.1074, -0.2105, 0.7374, -0.2252, -0.2249, -0.5455, 0.9656, -0.3432, 0.0156, 0.0216, 0.0068, 0.0127, 0.0120, 0.0162, 0.0142, 0.0129, 0.0154, 0.0191, -0.0019, 0.0213, 0.0165, 0.0020, -0.0378, -0.4987, -0.0189, 0.0003, 0.0907, 0.0482, 0.0812, 0.0803, 0.0802, 0.0855, 0.7022, -0.6719, -0.2079, 0.0778, -0.0680, -0.1064, -0.0546, -0.6336, -0.0338, -0.1757, 0.0947, 0.1019, 0.1164], "lumo_energy_ev": 2.24, "charge": -1, "de_lowest_kj_mol": 0.0, "homo_lumo_gap_ev": 6.0}



{"formula": "C50H54BBiGeN6O4Te", "method": "ωB97M-V with the def2-TZVPD basis set", "elements": ["Bi", "C", "C", "N", "C", "C", "C", "C", "C", "C", "C", "N", "C", "C", "N", "N", "H", "H", "H", "H", "H", "H", "H", "H", "H", "H", "H", "H", "H", "H", "H", "H", "H", "H", "C", "O", "C", "O", "N", "N", "H", "H", "H", "H", "H", "H", "Te", "C", "C", "C", "C", "C", "C", "C", "C", "C", "C", "C", "C", "H", "H", "H", "H", "H", "H", "H", "H", "H", "H", "O", "B", "O", "C", "C", "C", "C", "C", "C", "H", "H", "H", "H", "C", "Ge", "C", "C", "C", "C", "C", "C", "C", "C", "C", "C", "C", "C", "C", "C", "C", "C", "C", "C", "H", "H", "H", "H", "H", "H", "H", "H", "H", "H", "H", "H", "H", "H", "H", "H"], "positions_angstrom": [[0.009, -0.510, 1.122], [0.096, 0.546, 4.397], [-0.967, -0.543, 4.513], [-1.722, -0.778, 3.255], [-2.353, -2.130, 3.087], [-1.394, -3.209, 2.685], [-1.869, -4.531, 2.515], [-0.986, -5.459, 1.939], [0.269, -5.070, 1.518], [0.714, -3.767, 1.816], [2.095, -3.342, 1.341], [2.270, -1.896, 1.420], [2.955, -1.434, 2.712], [1.951, -1.037, 3.796], [1.107, 0.130, 3.335], [-0.141, -2.900, 2.385], [0.595, 0.612, 5.379], [-0.318, 1.523, 4.095], [-1.670, -0.257, 5.307], [-0.475, -1.433, 4.892], [-2.464, -0.068, 3.182], [-3.058, -2.033, 2.212], [-2.951, -2.415, 3.978], [-2.904, -4.810, 2.807], [-1.357, -6.468, 1.773], [0.920, -5.827, 0.992], [2.278, -3.688, 0.276], [2.826, -3.871, 1.974], [2.795, -1.559, 0.579], [3.549, -0.579, 2.476], [3.654, -2.200, 3.082], [2.542, -0.790, 4.692], [1.279, -1.889, 4.014], [1.776, 0.906, 3.205], [1.760, -3.910, -4.628], [1.703, -3.712, -3.151], [1.491, -2.492, -2.623], [2.036, -2.177, -1.560], [0.680, -1.662, -3.293], [0.462, -0.314, -2.888], [1.687, -4.987, -4.701], [2.721, -3.536, -4.999], [0.934, -3.384, -5.142], [0.112, -1.976, -4.055], [-0.531, -0.314, -2.570], [0.989, -0.291, -1.966], [-3.181, -1.862, -0.821], [-4.839, -3.162, -1.272], [-4.993, -3.718, -2.583], [-6.059, -4.546, -2.865], [-6.983, -4.836, -1.875], [-6.774, -4.440, -0.552], [-5.720, -3.574, -0.291], [-4.463, -0.121, -0.830], [-4.522, 0.615, -1.960], [-5.413, 1.674, -2.111], [-6.221, 2.008, -1.018], [-6.151, 1.286, 0.176], [-5.258, 0.260, 0.270], [-4.267, -3.458, -3.384], [-6.200, -4.945, -3.871], [-7.895, -5.397, -2.122], [-7.372, -4.824, 0.275], [-5.504, -3.266, 0.742], [-3.794, 0.357, -2.775], [-5.487, 2.230, -3.033], [-6.836, 2.931, -1.064], [-6.798, 1.569, 1.026], [-5.167, -0.367, 1.146], [-1.383, 2.535, 2.399], [-0.767, 1.849, 1.273], [-1.055, 2.555, 0.058], [-1.899, 3.631, 0.403], [-2.346, 4.651, -0.381], [-3.036, 5.691, 0.268], [-3.257, 5.713, 1.609], [-2.756, 4.698, 2.464], [-2.119, 3.636, 1.819], [-2.050, 4.694, -1.422], [-3.465, 6.449, -0.340], [-3.791, 6.531, 2.077], [-2.855, 4.704, 3.542], [1.125, 0.785, -0.593], [2.870, 1.590, -0.858], [4.358, 0.431, -0.561], [4.484, -0.727, -1.333], [5.507, -1.675, -1.104], [6.474, -1.366, -0.198], [6.473, -0.148, 0.494], [5.446, 0.770, 0.272], [2.953, 3.247, 0.169], [2.350, 4.410, -0.344], [2.133, 5.517, 0.502], [2.540, 5.494, 1.843], [3.153, 4.362, 2.334], [3.302, 3.252, 1.520], [3.385, 2.207, -2.686], [2.400, 2.447, -3.655], [2.739, 2.940, -4.913], [4.081, 3.175, -5.243], [5.051, 2.898, -4.313], [4.707, 2.456, -3.050], [0.359, 1.476, -0.962], [3.756, -0.981, -2.141], [5.560, -2.585, -1.668], [7.256, -2.110, 0.058], [7.271, 0.084, 1.176], [5.540, 1.712, 0.809], [2.115, 4.494, -1.449], [1.568, 6.378, 0.125], [2.293, 6.339, 2.476], [3.397, 4.299, 3.401], [3.712, 2.354, 1.976], [1.370, 2.225, -3.428], [1.928, 3.140, -5.600], [4.319, 3.548, -6.256], [6.064, 3.093, -4.614], [5.538, 2.251, -2.340]], "forces_ev_per_a": [[0.88, 3.80, -2.73], [0.65, -0.47, -0.97], [-0.85, 0.35, 0.12], [-0.36, -0.72, 0.65], [-0.40, 1.54, -0.01], [-0.20, -1.79, -0.13], [0.28, 0.35, 0.08], [-1.20, 0.34, 0.23], [1.09, -0.55, -0.11], [-1.19, -1.16, -0.74], [0.01, 0.04, -0.36], [1.97, 0.40, 0.73], [-1.11, -0.76, -1.27], [-0.36, -0.09, -0.36], [0.57, -0.36, 1.39], [0.98, -0.03, 0.16], [-0.11, 0.18, -0.25], [0.15, -0.48, 0.18], [0.12, 0.07, 0.07], [-0.17, -0.41, -0.37], [0.62, -0.40, -0.09], [0.51, -0.01, 0.88], [0.29, -0.08, -0.37], [0.90, 0.23, -0.28], [0.23, 0.08, -0.04], [-0.65, 1.13, 0.65], [-0.47, 0.45, 1.20], [0.03, 0.05, -0.11], [-0.57, -0.34, 0.99], [0.46, 0.71, -0.36], [-0.29, 0.05, -0.01], [-0.33, 0.07, -0.03], [0.45, 0.55, -0.06], [-0.67, -0.27, -0.26], [-0.28, 0.78, 1.50], [0.16, -0.53, -1.46], [0.28, 0.95, 1.05], [-0.77, -0.90, -0.96], [-0.17, -0.29, -0.63], [-0.72, -1.19, -0.07], [-0.04, -0.05, -0.38], [-0.23, -0.12, 0.11], [0.40, -0.52, 0.21], [0.17, -0.15, -0.21], [0.81, 0.22, -0.02], [-0.33, 0.86, -0.07], [-1.02, 0.26, 0.02], [0.33, -0.67, -1.65], [1.04, 1.08, 0.53], [-0.22, 0.17, -0.31], [-0.86, -0.63, 0.59], [0.13, 0.10, -0.52], [0.51, 0.03, 1.15], [0.18, -0.56, 1.59], [1.09, 0.33, -2.70], [-0.43, 0.04, 1.09], [-0.04, 0.96, -0.45], [-0.61, 0.92, 0.17], [0.75, -1.70, -0.17], [-0.58, -0.20, 0.72], [0.04, 0.17, 0.27], [0.58, 0.02, 0.11], [-0.10, 0.28, -0.37], [-0.30, -0.08, -0.40], [-1.02, 0.36, 0.63], [0.15, 0.07, -0.03], [0.22, -0.91, -0.06], [0.53, -0.21, -0.54], [-0.20, 0.20, 0.30], [-0.71, 1.12, -1.87], [-1.53, -0.18, -0.09], [-1.23, 1.10, 1.46], [1.01, -1.24, 1.84], [0.28, 0.20, 0.02], [-0.02, -0.67, -0.96], [0.15, -0.47, 1.75], [0.34, -0.98, -1.10], [1.31, -0.38, -0.27], [-0.30, 0.02, -0.03], [-0.13, 0.71, -0.39], [-0.02, 0.03, -0.18], [-0.05, 0.14, -0.10], [0.55, -0.81, 1.21], [-1.10, 0.04, -0.76], [1.44, -0.17, 0.28], [-0.32, -1.06, -0.57], [-0.97, 1.26, -0.59], [1.46, -0.45, 1.61], [-0.50, -0.13, -0.78], [0.22, -0.84, 0.43], [-0.33, 0.55, 0.34], [0.34, 0.59, -0.47], [-0.22, -0.30, -0.30], [-0.58, 0.28, -0.87], [-0.25, -0.21, 0.75], [0.26, -0.18, 0.06], [-0.70, 0.07, -0.29], [0.62, 0.11, -0.04], [0.13, 0.00, 0.25], [-1.35, 0.06, -0.94], [0.14, 0.41, -0.26], [0.80, -0.54, 0.96], [0.32, 0.15, 0.51], [0.59, 0.53, 1.06], [-0.12, -0.27, -0.20], [-0.45, 0.56, -0.34], [0.23, 0.08, 0.16], [-0.47, -0.02, -0.17], [0.07, -0.22, 1.48], [0.40, -0.26, 0.09], [0.19, -0.04, 0.04], [0.11, 0.04, -0.43], [0.02, -0.05, -0.09], [-0.22, -0.01, 0.02], [0.13, 0.03, -0.26], [0.01, -0.22, 0.71], [0.47, -0.12, 0.27], [-0.72, 0.16, -0.39]], "lowdin_charge": [1.5815, -0.1712, -0.2110, -0.1376, -0.1805, -0.3101, -0.0137, -0.0687, -0.0264, -0.2458, -0.1704, -0.1429, -0.1613, -0.2076, -0.1338, 0.0165, 0.1202, 0.1026, 0.1198, 0.1018, 0.1176, 0.0636, 0.1273, 0.1235, 0.1070, 0.1359, 0.1345, 0.1194, 0.0846, 0.0923, 0.1170, 0.1223, 0.0940, 0.1160, -0.0075, -0.0424, -0.5744, 0.0054, 0.0060, 0.0335, 0.0842, 0.0960, 0.0793, 0.1198, 0.0603, -0.0374, 1.2809, -0.5159, -0.1365, -0.1085, -0.0966, -0.0857, -0.1675, -0.5139, -0.1779, -0.0731, -0.0836, -0.0964, -0.1396, 0.0986, 0.1074, 0.1079, 0.1058, 0.0918, 0.1019, 0.1010, 0.1125, 0.1149, 0.0842, 0.0179, -0.5700, 0.0250, -0.1820, 0.0021, -0.1053, -0.1056, 0.0033, -0.1452, 0.1222, 0.0910, 0.0990, 0.1096, -0.4913, 0.8596, -0.3079, -0.1087, -0.0896, -0.1218, -0.0967, -0.1123, -0.2681, -0.0913, -0.0895, -0.1100, -0.1144, -0.1423, -0.2577, -0.1205, -0.0964, -0.1111, -0.1171, -0.1064, -0.0722, 0.1056, 0.0973, 0.1063, 0.0896, 0.0896, 0.1176, 0.0993, 0.0951, 0.1008, 0.0769, 0.0761, 0.0914, 0.1038, 0.0933, 0.1098], "lumo_energy_ev": [0.19, 0.20], "homo_lumo_gap_ev": [5.2, 5.1]}



The records above yield total energy values of -294187.6481, -140176.9249 eV, respectively.